{
  "formula": "C22H25F5NO2TeZr",
  "method": "the ωB97M-V functional and the def2-TZVPD basis",
  "homo_ha": -0.44996,
  "orbital_gap_ev": 5.82,
  "total_charge": 1,
  "elements": ["C", "C", "C", "H", "C", "C", "H", "C", "C", "C", "H", "C", "C", "H", "H", "H", "H", "H", "H", "Zr", "C", "C", "C", "H", "H", "H", "H", "H", "H", "C", "C", "H", "H", "O", "N", "C", "H", "C", "C", "H", "C", "H", "C", "H", "C", "H", "C", "H", "H", "H", "F", "Te", "F", "F", "F", "F", "O"],
  "positions_angstrom": [[2.05825, -0.16418, 2.90331], [2.54285, -0.70898, 1.69021], [2.44705, 0.28002, 0.70031], [2.89885, -1.71438, 1.54261], [1.88595, 1.43252, 1.29211], [1.65945, 1.15732, 2.66001], [1.61665, 2.34252, 0.78671], [-0.92935, -1.64868, 2.84411], [0.10025, -2.38638, 2.22101], [-0.19235, -2.47818, 0.84451], [0.96305, -2.80318, 2.70811], [-1.42975, -1.82608, 0.61601], [-1.87245, -1.32368, 1.85261], [2.69425, 0.15742, -0.34019], [1.19575, 1.82312, 3.36491], [1.97475, -0.68468, 3.84231], [-2.74425, -0.71628, 2.01151], [0.41715, -2.96718, 0.10471], [-0.98825, -1.37558, 3.88371], [0.21425, -0.21318, 1.36061], [-2.17135, -1.69638, -0.68779], [-3.55755, -2.32978, -0.52679], [-1.43725, -2.39738, -1.82749], [-3.47275, -3.31118, -0.06419], [-4.04435, -2.45088, -1.49509], [-4.20215, -1.71958, 0.10161], [-1.49295, -3.47868, -1.71749], [-0.38675, -2.11808, -1.86649], [-1.89055, -2.13908, -2.78439], [-2.37785, -0.20898, -1.04289], [-1.10095, 0.49132, -1.35909], [-2.80725, 0.31742, -0.19029], [-3.08915, -0.12448, -1.85999], [-0.07635, 0.34932, -0.65879], [-1.01205, 1.28862, -2.44029], [-0.02045, 2.31042, -2.70039], [-1.54055, 0.94662, -3.22779], [1.37225, 1.80952, -3.00909], [2.51575, 2.42802, -2.52199], [2.45485, 3.31132, -1.90159], [3.77215, 1.93232, -2.84759], [4.64975, 2.43772, -2.46869], [3.89765, 0.81192, -3.65239], [4.87725, 0.42752, -3.90409], [2.75645, 0.18592, -4.13859], [2.84305, -0.68878, -4.76959], [1.50425, 0.68372, -3.82039], [0.61845, 0.19252, -4.20799], [0.01295, 3.00082, -1.85749], [-0.39405, 2.89692, -3.53949], [0.04265, 0.37702, 4.84611], [-1.51055, 1.50542, 4.27551], [-3.08295, 2.66982, 3.85311], [-2.79265, -0.04258, 4.32701], [-1.84475, 1.70632, 6.25331], [-0.36575, 3.14842, 4.34611], [-1.15835, 1.29472, 2.19611]],
  "atomic_forces_ev_per_a": [[0.3, -0.1, 0.3], [0.4, -0.1, 0.0], [0.6, 0.3, -0.1], [0.1, 0.0, 0.0], [0.6, 0.4, 0.1], [0.7, 0.5, 0.0], [0.1, 0.2, -0.1], [-0.1, -0.9, 0.2], [-0.2, -0.8, 0.4], [0.0, -0.6, 0.1], [0.0, -0.1, 0.1], [-0.3, -0.3, 0.0], [-0.5, -0.4, -0.1], [0.0, 0.1, -0.2], [0.3, 0.1, 0.0], [0.1, 0.0, 0.0], [-0.1, 0.0, 0.0], [0.1, -0.1, -0.1], [0.1, -0.2, 0.0], [-1.6, 1.9, 0.3], [-0.2, 0.0, -0.2], [-0.1, 0.0, 0.0], [0.1, 0.0, 0.0], [0.0, -0.1, 0.0], [0.0, 0.0, 0.0], [-0.1, 0.0, 0.1], [0.0, -0.1, 0.0], [0.2, 0.1, -0.1], [-0.1, 0.0, 0.0], [0.1, -0.3, -0.2], [0.4, 0.5, -1.6], [-0.1, 0.1, 0.1], [0.0, 0.1, -0.1], [0.1, 0.6, 0.6], [-0.9, -1.1, 0.4], [0.8, 0.5, 0.1], [-0.6, 0.5, 0.0], [-0.1, -0.5, -0.1], [-0.1, 0.0, -0.1], [-0.1, 0.1, 0.1], [0.0, 0.0, 0.0], [0.1, 0.0, 0.0], [0.0, 0.0, 0.0], [0.0, 0.0, 0.0], [0.0, -0.1, 0.0], [0.0, 0.0, 0.0], [0.1, 0.1, 0.1], [0.0, 0.0, 0.0], [-0.1, -0.1, 0.1], [-0.1, -0.1, 0.0], [-2.3, 1.5, -0.6], [-1.1, 1.3, -0.7], [2.6, -1.9, 0.9], [2.0, 2.3, 0.1], [0.6, -0.3, -3.7], [-1.7, -2.7, 0.0], [-0.1, 0.0, 4.1]],
  "lowdin_charge": [-0.17, -0.16, -0.16, 0.13, -0.17, -0.18, 0.13, -0.17, -0.17, -0.11, 0.13, -0.28, -0.12, 0.12, 0.08, 0.12, 0.12, 0.13, 0.09, 1.68, -0.49, -0.01, -0.02, 0.10, 0.10, 0.09, 0.11, 0.08, 0.10, -0.03, -0.37, 0.15, 0.14, -0.07, 0.11, -0.10, 0.16, -0.22, -0.05, 0.12, -0.07, 0.11, -0.07, 0.11, -0.07, 0.11, -0.05, 0.11, 0.13, 0.14, -0.39, 2.12, -0.38, -0.38, -0.36, -0.38, -0.61]
}

---

{
  "formula": "C23H26BN2",
  "method": "the ωB97M-V functional and the def2-TZVPD basis",
  "homo_ha": -0.41116,
  "orbital_gap_ev": 6.90,
  "relative_energy_kj_mol": 0.0,
  "total_charge": 1,
  "elements": ["H", "B", "N", "C", "C", "C", "C", "C", "H", "H", "H", "H", "H", "H", "H", "C", "C", "N", "C", "C", "C", "C", "C", "C", "C", "C", "C", "C", "C", "C", "C", "C", "C", "C", "H", "H", "H", "H", "H", "H", "H", "H", "H", "H", "H", "H", "H", "H", "H", "H", "H", "H"],
  "positions_angstrom": [[-0.73741, -0.81749, -1.61824], [-0.80877, -1.57972, -2.68016], [0.06369, -2.91590, -2.55819], [0.00726, -3.90682, -3.49828], [0.80868, -5.03840, -3.41521], [1.74850, -5.15523, -2.39043], [1.80972, -4.12752, -1.44321], [0.91861, -3.06461, -1.51753], [-1.96099, -1.90514, -2.90872], [-0.35399, -0.92616, -3.61075], [-0.70808, -3.74983, -4.30746], [0.68282, -5.81346, -4.17360], [2.40773, -6.01529, -2.32744], [2.53913, -4.13137, -0.63660], [0.87421, -2.29355, -0.74288], [2.39066, -0.04152, -1.51963], [1.94980, 0.41077, -0.19714], [2.77968, 0.41376, 0.87736], [4.18374, 0.04704, 0.81947], [2.13419, 0.93944, 1.99693], [0.84008, 1.34183, 1.58981], [0.12185, 2.18106, 2.44276], [0.66077, 2.50845, 3.69980], [1.91626, 2.02940, 4.10524], [2.68609, 1.23846, 3.24043], [0.67029, 0.89694, 0.19898], [-0.46466, 0.94740, -0.62363], [-1.77062, 1.32869, -0.11525], [-2.27355, 0.82282, 1.10912], [-3.48347, 1.26949, 1.62960], [-4.23007, 2.25416, 0.97117], [-5.48791, 2.78129, 1.58998], [-3.77123, 2.72536, -0.26664], [-2.59413, 2.24214, -0.82322], [1.61706, 0.20958, -2.25148], [3.33819, 0.42946, -1.82300], [2.52761, -1.13267, -1.54270], [4.61489, 0.17877, 1.81385], [4.29783, -1.00015, 0.51184], [4.72502, 0.67734, 0.09789], [-0.82747, 2.59731, 2.11674], [0.09461, 3.15728, 4.36901], [2.30025, 2.27767, 5.09632], [3.67060, 0.85816, 3.50395], [-0.28757, 1.07627, -1.69461], [-1.68744, 0.08431, 1.65794], [-3.85840, 0.86495, 2.57127], [-5.97739, 3.49556, 0.92107], [-6.19706, 1.97042, 1.80281], [-5.27961, 3.28517, 2.54398], [-4.36507, 3.47425, -0.79441], [-2.25489, 2.59985, -1.79689]],
  "atomic_forces_ev_per_a": [[0.1, -1.6, -0.9], [-0.5, 0.9, 0.2], [0.5, -0.8, 0.4], [0.1, 0.7, 0.7], [-0.1, 0.0, -0.1], [-0.3, 0.6, 0.1], [-0.1, -0.1, -0.1], [-0.1, -0.1, -0.5], [0.3, 0.1, 0.2], [0.0, -0.2, 0.2], [0.2, 0.0, 0.3], [0.1, 0.3, 0.3], [-0.1, 0.1, 0.0], [-0.2, -0.2, -0.1], [0.0, -0.3, -0.4], [0.0, -0.1, -0.7], [0.4, 0.2, 1.3], [-0.5, -0.4, -1.4], [0.3, -0.2, -0.1], [-0.5, 0.9, 0.1], [0.3, -0.3, 0.6], [0.2, 0.0, 0.5], [-0.1, -0.1, -0.5], [0.1, -0.4, -0.3], [-0.4, 0.1, 0.0], [-0.3, -0.1, 0.0], [0.8, 1.8, 0.3], [-0.9, -0.2, 0.2], [0.0, 0.1, -0.1], [0.4, -0.2, -0.2], [0.3, -0.1, -0.1], [-0.3, 0.1, 0.0], [0.0, -0.1, 0.0], [0.5, -0.2, 0.0], [0.2, -0.2, 0.0], [-0.3, -0.1, 0.2], [0.1, 0.3, 0.0], [0.0, -0.1, -0.3], [0.0, 0.2, 0.1], [-0.2, -0.1, 0.3], [0.2, -0.1, 0.3], [0.2, -0.2, -0.2], [-0.1, -0.1, -0.3], [-0.2, 0.3, 0.1], [-0.2, -0.3, 0.3], [-0.2, 0.2, -0.2], [0.2, 0.1, -0.2], [0.0, -0.1, 0.2], [0.2, 0.1, -0.1], [0.0, -0.1, -0.2], [0.2, -0.2, 0.1], [-0.2, 0.0, 0.2]],
  "lowdin_charge": [0.03, -0.31, -0.04, -0.02, -0.02, -0.03, -0.03, -0.07, 0.03, 0.03, 0.14, 0.12, 0.12, 0.11, 0.12, 0.02, -0.16, -0.02, 0.02, -0.15, -0.10, -0.01, -0.05, -0.06, 0.00, -0.08, 0.05, -0.21, -0.03, -0.02, -0.25, -0.04, -0.02, 0.01, 0.08, 0.11, 0.08, 0.09, 0.11, 0.11, 0.11, 0.11, 0.11, 0.11, 0.12, 0.13, 0.13, 0.08, 0.09, 0.10, 0.12, 0.13]
}

---

{
  "formula": "C38H35ClN2PtSi2",
  "method": "the ωB97M-V functional and the def2-TZVPD basis",
  "homo_ha": [-0.20524, -0.20407],
  "orbital_gap_ev": [5.24, 3.19],
  "relative_energy_kj_mol": 0.0,
  "total_charge": 0,
  "s_squared": 2.05,
  "multiplicity": 3,
  "elements": ["C", "C", "C", "H", "C", "C", "H", "H", "H", "H", "Pt", "Si", "C", "C", "H", "C", "H", "C", "H", "C", "H", "C", "H", "C", "C", "H", "C", "H", "C", "H", "C", "H", "C", "H", "H", "Si", "C", "C", "H", "C", "H", "C", "H", "C", "H", "C", "H", "C", "C", "H", "C", "H", "C", "H", "C", "H", "C", "H", "H", "Cl", "N", "C", "C", "C", "C", "C", "C", "C", "C", "N", "C", "H", "H", "H", "H", "H", "H", "H", "H"],
  "positions_angstrom": [[-1.50347, -0.93188, 4.70897], [-2.28536, -0.28249, 3.74156], [-2.13208, -0.96603, 2.48544], [-2.99576, 0.52807, 3.91716], [-1.20217, -2.09433, 2.74010], [-0.80727, -2.00265, 4.13194], [-0.22393, -2.75662, 4.66767], [-1.48933, -0.68251, 5.77367], [-2.81567, -0.94051, 1.63798], [-1.13104, -2.96155, 2.08637], [-0.06739, -0.47801, 1.88458], [-0.75250, -0.08667, -2.88632], [-0.23988, 1.36068, -4.01450], [1.08509, 1.55416, -4.44894], [1.87054, 0.84383, -4.17255], [1.42689, 2.67194, -5.22372], [2.46251, 2.82116, -5.53575], [0.45145, 3.60083, -5.59740], [0.71426, 4.46827, -6.21127], [-0.86929, 3.39800, -5.18272], [-1.63882, 4.11577, -5.46599], [-1.21212, 2.29009, -4.40128], [-2.24207, 2.15779, -4.06523], [-0.04616, -1.52467, -3.90959], [-0.52260, -1.69354, -5.22018], [-1.32721, -1.05337, -5.59038], [0.03286, -2.65898, -6.06865], [-0.34424, -2.77182, -7.08372], [1.07561, -3.48338, -5.62640], [1.51034, -4.24039, -6.28671], [1.56075, -3.31667, -4.32600], [2.37008, -3.95553, -3.96088], [1.02116, -2.33524, -3.48720], [1.44677, -2.20738, -2.48706], [-2.23559, -0.13592, -2.81000], [0.96928, 0.21898, -0.98297], [-0.11691, -1.29041, -0.03977], [-1.48943, -1.45627, -0.51651], [-2.13993, -0.58281, -0.60373], [-2.04471, -2.70212, -0.74930], [-3.10448, -2.78715, -1.01219], [-1.25700, -3.85219, -0.69810], [-1.69732, -4.82357, -0.93324], [0.10537, -3.73700, -0.40100], [0.71655, -4.64460, -0.41359], [0.67863, -2.50617, -0.10956], [1.75287, -2.42989, 0.05713], [-0.29694, 1.75910, -0.79792], [-1.54351, 1.79491, -0.13922], [-1.88239, 0.96526, 0.49680], [-2.40369, 2.89765, -0.26913], [-3.42195, 2.83919, 0.13241], [-1.94997, 4.06445, -0.88567], [-2.60707, 4.93376, -0.97741], [-0.63463, 4.11085, -1.36143], [-0.25082, 5.03146, -1.80625], [0.18790, 2.98567, -1.28533], [1.20949, 3.04545, -1.66631], [2.41464, -0.10389, -1.08397], [1.90604, 0.98704, 0.91647], [1.69609, -1.37297, 2.83840], [2.01581, -0.72728, 4.10296], [2.83147, -1.30303, 5.05354], [2.95812, -0.66486, 6.30428], [2.29355, 0.52177, 6.58238], [1.46507, 1.14546, 5.60961], [0.70892, 2.32310, 5.79318], [-0.10721, 2.78372, 4.77457], [-0.24500, 2.04795, 3.59143], [0.39784, 0.88507, 3.44538], [1.34059, 0.46994, 4.35824], [2.46007, -1.25520, 2.17036], [1.59960, -2.38250, 2.94999], [3.35091, -2.23712, 4.83617], [3.59594, -1.11683, 7.06422], [2.38740, 1.00246, 7.55792], [0.78559, 2.85154, 6.74204], [-0.67794, 3.70212, 4.86574], [-0.90120, 2.35845, 2.77637]],
  "atomic_forces_ev_per_a": [[-0.6, 0.1, -0.1], [-0.8, -0.3, 0.2], [0.4, -0.3, 0.7], [0.3, -0.2, 0.0], [-0.7, 0.4, 1.2], [-1.0, -1.2, -0.6], [-0.2, 0.3, -0.2], [0.2, 0.1, -0.4], [0.1, 0.1, 0.3], [0.2, 0.2, 0.2], [-0.1, 1.4, -3.0], [0.8, -0.3, -1.8], [-0.2, 0.1, 0.2], [-0.1, 0.4, -0.1], [-0.3, 0.1, -0.1], [-0.1, -0.2, 0.1], [-0.3, -0.1, 0.1], [-0.2, -0.3, 0.2], [-0.1, -0.3, 0.3], [0.0, 0.0, -0.1], [0.2, -0.2, 0.0], [0.3, 0.3, -0.1], [0.2, 0.1, -0.1], [0.3, -0.4, 0.2], [0.2, -0.3, -0.1], [0.2, -0.2, 0.0], [0.1, 0.0, 0.2], [0.0, 0.1, 0.2], [-0.2, 0.3, 0.3], [-0.2, 0.3, 0.2], [0.0, 0.0, -0.1], [-0.2, 0.3, -0.1], [-0.1, 0.0, -0.2], [-0.2, -0.1, -0.4], [0.3, 0.3, 0.1], [-3.0, -0.3, 3.4], [0.8, 0.5, -0.9], [-0.4, -0.2, -0.3], [0.3, -0.4, 0.2], [-0.1, 0.4, -0.2], [0.4, 0.1, 0.1], [-0.4, -0.4, -0.1], [0.2, 0.3, 0.1], [0.9, 0.3, 0.3], [-0.1, 0.4, 0.0], [-0.4, -1.1, -0.3], [-0.1, -0.1, 0.1], [1.0, 0.8, 0.0], [-0.6, -0.5, -0.3], [0.2, 0.3, -0.5], [0.4, 0.1, 0.1], [0.5, 0.0, 0.0], [0.1, -0.2, -0.1], [0.2, -0.3, 0.0], [0.1, 0.1, 0.2], [-0.1, -0.3, 0.2], [-0.5, 0.0, -0.6], [-0.3, 0.1, -0.1], [-0.2, -0.1, -1.7], [0.6, 0.5, 0.6], [2.9, -1.0, 0.8], [0.4, -1.3, -0.5], [-0.4, 0.6, -0.3], [-0.1, 0.6, 0.4], [0.3, -0.2, 0.0], [0.4, -0.9, -0.6], [-0.3, 0.3, -0.4], [0.4, 0.3, 0.6], [0.9, -1.6, 0.2], [-0.1, 1.3, 0.8], [-1.5, 1.2, 0.4], [0.0, 0.2, 0.2], [-0.2, 0.2, 0.2], [-0.2, 0.3, 0.1], [-0.2, 0.2, -0.1], [0.1, -0.2, -0.2], [-0.1, 0.0, -0.2], [0.1, -0.1, 0.2], [0.1, -0.2, 0.3]],
  "lowdin_spin": [0.02, 0.00, 0.03, 0.00, 0.02, 0.00, 0.00, 0.00, 0.00, 0.00, 0.25, 0.26, 0.04, 0.01, 0.00, 0.00, 0.00, 0.01, 0.00, 0.00, 0.00, 0.02, 0.00, 0.06, 0.01, 0.00, 0.00, 0.00, 0.00, 0.00, 0.00, 0.00, 0.01, 0.00, 0.02, 0.22, 0.11, 0.18, 0.01, 0.00, 0.00, 0.22, 0.01, 0.01, 0.00, 0.18, 0.01, 0.10, 0.02, 0.00, 0.00, 0.00, 0.01, 0.00, 0.00, 0.00, 0.02, 0.00, 0.02, 0.08, 0.00, 0.00, 0.00, 0.00, 0.00, 0.00, 0.00, 0.00, 0.00, 0.03, 0.00, 0.00, 0.00, 0.00, 0.00, 0.00, 0.00, 0.00, 0.00]
}

---

{
  "formula": "C4H11N2",
  "method": "the ωB97M-V functional and the def2-TZVPD basis",
  "smiles": "N/C=C/CC[NH3+]",
  "homo_ha": -0.43945,
  "orbital_gap_ev": 8.37,
  "relative_energy_kj_mol": 195.0,
  "total_charge": 1,
  "elements": ["N", "C", "C", "C", "C", "N", "H", "H", "H", "H", "H", "H", "H", "H", "H", "H", "H"],
  "positions_angstrom": [[0.13102, 2.61761, -0.77585], [0.76625, 1.46625, -0.38838], [0.42948, 0.74999, 0.70713], [0.75073, -0.68811, 0.92052], [-0.01168, -1.70852, 0.04725], [-1.31334, -1.14831, -0.55352], [-0.56895, 2.90930, -0.12703], [0.69334, 3.35519, -1.17525], [1.69445, 1.19907, -0.89269], [-0.15055, 1.31626, 1.44098], [1.82846, -0.85268, 0.86573], [0.45267, -1.05157, 1.91096], [0.61345, -2.23698, -0.67301], [-0.40373, -2.52432, 0.66775], [-1.90657, -1.97597, -0.58212], [-1.18516, -0.84438, -1.51435], [-1.81987, -0.58285, 0.12190]],
  "atomic_forces_ev_per_a": [[0.7, -0.3, -0.1], [0.8, -0.2, 0.8], [-0.9, 0.8, -0.3], [0.0, -0.6, 0.7], [-0.2, -0.5, 0.6], [0.6, -2.3, 0.3], [-0.4, 0.5, 0.2], [-0.1, 0.0, 0.0], [-0.5, -0.1, -0.7], [-0.4, -0.6, -0.1], [0.0, -0.3, -0.3], [0.4, 0.8, 0.2], [-0.4, 0.6, -0.6], [0.3, 0.2, 0.1], [-0.2, -0.2, -0.6], [-0.3, 1.0, 0.2], [0.4, 1.2, -0.4]],
  "lowdin_charge": [0.08, -0.22, -0.16, -0.19, -0.12, 0.20, 0.09, 0.10, 0.13, 0.11, 0.12, 0.12, 0.13, 0.12, 0.16, 0.17, 0.17]
}

---

{
  "formula": "C4H3NO",
  "method": "the ωB97M-V functional and the def2-TZVPD basis",
  "smiles": "O=C1C=CN=C1",
  "homo_ha": -0.36348,
  "orbital_gap_ev": 7.83,
  "relative_energy_kj_mol": 265.8,
  "total_charge": 0,
  "elements": ["O", "C", "C", "C", "N", "C", "H", "H", "H"],
  "positions_angstrom": [[1.01250, -1.27798, -1.15241], [0.17362, -0.47557, -0.56412], [-0.85405, -0.82290, 0.49785], [-0.97812, 0.47222, 0.97266], [-0.05042, 1.41910, 0.64448], [0.56838, 0.84681, -0.39383], [-1.22355, -2.01199, 0.35956], [-1.41518, 0.70230, 1.99460], [1.43273, 1.47649, -0.72158]],
  "atomic_forces_ev_per_a": [[-3.9, 2.9, 2.0], [3.8, -7.2, -1.8], [0.1, -0.6, -3.1], [-2.6, -3.8, 5.5], [2.2, -0.8, -4.3], [1.2, 7.3, 2.6], [0.5, 4.0, 1.3], [-0.4, -0.3, -1.6], [-0.8, -1.4, -0.6]],
  "lowdin_charge": [0.07, -0.37, 0.02, -0.20, 0.09, -0.08, 0.19, 0.12, 0.15]
}